A gas-phase ion, C9H19N3 (charge +2) in a non-equilibrium geometry. Source: the Open Molecules 2025 dataset; level of theory: ωB97M-V with the def2-TZVPD basis set.

```
! RIJCOSX wB97M-V def2-TZVPD def2/J DEFGRID3
* xyz 2 1
C 2.912 1.691 -0.640
C 2.398 0.380 -0.571
N 2.503 -0.348 0.759
C 1.152 0.002 0.253
C 0.287 -1.160 -0.120
C 0.827 -2.279 -0.930
N -0.447 -1.726 1.092
C -1.211 -1.078 -0.050
C -2.227 -0.004 0.198
C -2.889 -0.168 1.548
C -1.990 1.416 -0.360
N -2.963 0.512 -0.933
H 3.890 1.688 -0.286
H 2.272 2.403 -0.085
H 2.846 1.983 -1.642
H 2.702 -0.090 -1.506
H 2.818 0.365 1.499
H 2.947 -1.309 0.816
H 0.649 0.777 0.765
H 1.861 -2.640 -0.550
H 1.245 -1.905 -1.947
H 0.262 -3.166 -0.898
H -0.363 -1.032 1.868
H -1.610 -1.924 -0.545
H -3.569 -1.048 1.674
H -3.651 0.647 1.824
H -2.103 0.037 2.289
H -2.399 2.227 0.159
H -1.125 1.732 -0.814
H -3.985 0.791 -0.765
H -2.926 0.127 -1.908
*
```

Summary:
HOMO level   -17.0 eV
ΔE to the lowest compared entry with this formula, charge and spin   41.7 kcal/mol
Energy   -14091.0537 eV
LUMO   -6.024 eV

A gas-phase ion, C17H22NO (charge +1). Source: the Open Molecules 2025 dataset; level of theory: ωB97M-V with the def2-TZVPD basis set.

```
! RIJCOSX wB97M-V def2-TZVPD def2/J DEFGRID3
* xyz 1 1
C 1.110 -2.898 -2.505
C 1.946 -2.701 -1.254
N 1.151 -1.996 -0.220
C 1.883 -1.589 1.000
C 2.382 -0.149 0.725
O 1.443 0.525 -0.074
C 0.432 1.275 0.625
C -0.566 0.353 1.295
C -0.645 0.259 2.678
C -1.557 -0.600 3.269
C -2.392 -1.376 2.484
C -2.323 -1.284 1.102
C -1.417 -0.422 0.510
C -0.284 2.177 -0.358
C -1.245 3.053 0.135
C -1.939 3.879 -0.728
C -1.681 3.837 -2.089
C -0.725 2.968 -2.581
C -0.028 2.137 -1.719
H 1.697 -3.412 -3.259
H 0.796 -1.943 -2.919
H 0.229 -3.502 -2.300
H 2.826 -2.097 -1.477
H 2.271 -3.663 -0.852
H 0.311 -2.540 0.000
H 0.848 -1.048 -0.594
H 2.713 -2.264 1.206
H 1.196 -1.594 1.847
H 2.575 0.374 1.664
H 3.310 -0.174 0.145
H 0.928 1.893 1.385
H -0.002 0.869 3.297
H -1.620 -0.657 4.345
H -3.107 -2.039 2.945
H -2.989 -1.869 0.487
H -1.392 -0.313 -0.566
H -1.445 3.084 1.196
H -2.681 4.558 -0.338
H -2.222 4.484 -2.762
H -0.515 2.935 -3.639
H 0.729 1.472 -2.106
*
```

Summary:
HOMO level   -11.8 eV
ΔE to the lowest compared entry with this formula, charge and spin   0.9 kcal/mol
Energy   -21517.5435 eV
LUMO   -2.473 eV

4 unconnected molecules or ions with the total composition C16H27F6NO7 in a non-equilibrium geometry. Source: the Open Molecules 2025 dataset; level of theory: ωB97M-V with the def2-TZVPD basis set.

```
! RIJCOSX wB97M-V def2-TZVPD def2/J DEFGRID3
* xyz 0 1
C -5.344 -20.434 -17.308
C -6.786 -20.425 -16.761
O -6.945 -21.301 -15.675
C -6.484 -20.916 -14.442
O -5.859 -19.935 -14.170
C -6.686 -21.987 -13.361
F -5.563 -22.690 -13.230
F -6.971 -21.346 -12.169
F -7.662 -22.818 -13.649
H -4.906 -21.431 -17.342
H -4.737 -19.823 -16.639
H -5.396 -20.009 -18.311
H -7.406 -20.669 -17.624
H -7.174 -19.540 -16.258
C -1.597 -25.250 -16.375
C -0.963 -25.797 -15.054
O -1.839 -26.495 -14.164
C -2.013 -27.846 -14.426
O -1.494 -28.508 -15.313
C -2.698 -28.569 -13.236
F -3.983 -28.749 -13.528
F -2.212 -29.778 -12.965
F -2.858 -27.770 -12.189
H -2.663 -25.153 -16.168
H -1.351 -25.864 -17.242
H -1.431 -24.202 -16.626
H -0.684 -24.918 -14.474
H -0.049 -26.388 -15.121
C -1.219 -16.863 -12.861
O -0.115 -16.855 -12.013
C -0.270 -15.824 -11.009
C 0.770 -16.003 -9.845
O 0.732 -17.348 -9.316
C -0.456 -17.873 -8.834
C -0.209 -19.241 -8.166
O 0.112 -20.175 -9.077
C -0.824 -20.564 -10.032
H -2.065 -17.233 -12.281
H -1.060 -17.409 -13.791
H -1.468 -15.903 -13.312
H -1.284 -15.833 -10.610
H -0.096 -14.906 -11.571
H 0.300 -15.295 -9.163
H 1.784 -15.654 -10.041
H -1.204 -17.868 -9.627
H -0.801 -17.233 -8.021
H -1.160 -19.584 -7.759
H 0.513 -19.316 -7.353
H -1.095 -19.891 -10.846
H -1.755 -20.729 -9.489
H -0.551 -21.494 -10.530
C -9.755 -24.177 -20.745
C -11.069 -23.711 -20.435
N -12.098 -23.291 -20.163
H -9.113 -23.322 -20.535
H -9.581 -24.531 -21.761
H -9.705 -24.955 -19.983
*
```

Summary:
HOMO level   -9.5 eV
ΔE to the lowest compared entry with this formula, charge and spin   61.1 kcal/mol
Energy   -49153.2335 eV
LUMO   0.148 eV

13 unconnected molecules or ions with the total composition C26H78O26 in a non-equilibrium geometry. Source: the Open Molecules 2025 dataset; level of theory: ωB97M-V with the def2-TZVPD basis set.

```
! RIJCOSX wB97M-V def2-TZVPD def2/J DEFGRID3
* xyz 0 1
C 3.595 44.648 7.165
C 4.223 44.876 8.504
O 4.703 46.215 8.588
O 2.888 43.517 7.082
H 4.499 44.686 6.414
H 2.878 45.564 6.964
H 5.098 44.263 8.469
H 3.605 44.590 9.337
H 4.966 46.539 9.299
H 1.873 43.544 7.234
C 4.954 38.615 0.613
C 3.989 39.661 1.236
O 3.046 39.956 0.363
O 6.053 38.293 1.462
H 5.152 39.019 -0.228
H 4.220 37.616 0.236
H 4.370 40.501 1.346
H 3.641 39.273 2.085
H 3.435 40.789 -0.159
H 6.460 39.312 1.467
C 5.197 37.937 4.806
C 5.562 36.954 5.967
O 6.610 36.208 5.498
O 4.031 38.604 5.053
H 5.038 37.380 3.778
H 5.992 38.723 4.692
H 4.675 36.184 6.324
H 5.722 37.608 6.794
H 6.318 35.616 4.879
H 4.032 39.459 5.595
C 1.195 42.669 9.808
C 0.005 42.057 10.478
O -1.103 42.277 9.662
O 2.319 42.631 10.720
H 1.022 43.750 9.556
H 1.459 42.234 8.885
H -0.223 42.529 11.478
H 0.284 40.900 10.375
H -1.895 42.413 10.136
H 2.709 41.743 10.751
C -4.847 38.438 7.623
C -3.593 38.155 6.872
O -2.531 37.977 7.755
O -5.852 38.656 6.577
H -4.796 39.216 8.183
H -5.020 37.611 8.179
H -3.322 39.150 6.222
H -3.500 37.166 6.144
H -1.791 38.568 7.602
H -6.236 37.764 6.069
C 0.479 39.751 4.976
C 0.865 40.239 6.339
O -0.322 39.974 7.024
O 1.571 39.708 4.089
H -0.330 40.266 4.641
H 0.051 38.769 5.032
H 1.310 41.357 6.355
H 1.726 39.540 6.920
H -0.423 40.607 7.809
H 2.371 39.261 4.437
C 1.776 35.076 6.395
C 0.317 35.176 6.040
O 0.281 35.922 4.822
O 1.941 34.297 7.594
H 1.968 35.933 6.365
H 2.515 34.566 5.854
H -0.442 35.589 6.729
H 0.025 34.250 5.767
H 0.541 35.240 4.228
H 1.545 33.542 7.560
C -2.879 42.117 4.425
C -3.935 43.246 4.101
O -4.468 43.081 2.782
O -2.645 42.247 5.791
H -2.009 42.191 3.967
H -3.184 41.221 4.059
H -3.410 44.280 4.258
H -4.984 43.255 4.664
H -4.917 44.007 2.646
H -3.423 42.190 6.167
C -0.580 45.332 6.293
C -0.658 45.821 7.705
O -1.127 47.202 7.761
O -0.194 43.920 6.270
H 0.183 45.922 5.644
H -1.865 45.231 6.122
H 0.228 45.643 8.227
H -1.389 44.940 8.102
H -1.275 47.485 8.735
H -0.848 43.349 6.062
C 1.857 38.429 9.939
C 3.290 38.991 9.753
O 3.339 39.978 10.621
O 1.759 37.280 9.046
H 0.971 38.989 9.814
H 1.653 37.895 10.832
H 3.646 39.422 8.890
H 4.139 38.106 10.132
H 3.197 39.635 11.565
H 1.156 36.782 9.181
C 5.552 41.178 6.765
C 6.192 42.169 5.847
O 5.601 41.830 4.651
O 4.187 41.260 6.554
H 5.833 41.527 7.730
H 5.926 40.256 6.775
H 7.253 41.765 5.762
H 5.900 43.050 6.041
H 4.779 41.476 4.657
H 4.041 42.194 6.864
C -0.488 36.649 1.637
C 0.707 37.583 1.876
O 1.706 37.216 0.914
O -1.558 36.848 2.624
H -0.322 35.510 1.565
H -0.894 36.857 0.676
H 0.806 37.375 2.847
H 0.109 38.634 1.722
H 2.040 38.174 1.079
H -1.103 36.831 3.616
C 1.998 42.845 2.276
C 2.390 43.769 3.407
O 3.127 44.827 2.758
O 0.892 42.047 2.766
H 2.842 42.240 2.076
H 1.749 43.348 1.345
H 2.653 43.454 4.380
H 1.533 44.277 3.740
H 2.369 45.465 2.350
H 1.141 41.248 3.190
*
```

Summary:
HOMO level   -9.5 eV
ΔE to the lowest compared entry with this formula, charge and spin   527.6 kcal/mol
Energy   -81434.2884 eV
LUMO   0.129 eV